The following is a quantum chemistry calculation of a 8-piece molecular cluster, C27H54N8O9 overall in a non-equilibrium geometry, from the Open Molecules 2025 dataset.

The geometry in XYZ format:
```
98
Properties=species:S:1:pos:R:3:mulliken_charge:R:1
H 18.7780 8.6232 28.5874 0.308
C 18.7928 6.6148 30.1853 -0.965
C 26.1013 6.7738 31.0213 0.148
H 24.4185 18.3685 16.6843 0.316
O 26.4989 19.9302 18.9261 -0.594
H 17.2443 0.4519 11.5122 0.337
H 19.3695 8.7486 16.7288 0.360
C 16.8211 1.4143 11.2246 -1.019
H 24.0980 1.1481 17.3994 0.341
O 18.6448 4.0635 12.5639 -0.590
C 20.7773 11.4677 18.1019 -0.324
H 20.9962 12.4876 17.8221 0.332
C 22.2569 -0.0238 14.7580 -0.999
H 16.0609 0.5749 19.4726 0.317
H 27.1633 13.1792 25.4119 0.336
H 28.3628 11.5961 27.9559 0.297
C 26.3296 20.4093 17.8074 0.175
H 17.4441 1.2598 20.3430 0.282
C 25.3594 12.3220 27.7675 0.129
H 22.7905 0.0881 17.5117 0.337
H 22.1324 -1.0711 15.0332 0.345
H 26.0590 11.8276 25.1788 0.344
H 14.8009 -0.6559 22.1730 0.329
H 18.5799 5.7492 30.8125 0.330
H 16.5520 3.5406 13.8869 0.307
C 16.5301 0.6757 20.4512 -0.904
H 25.7737 17.8808 15.7009 0.307
H 24.4944 -0.1064 14.0093 0.297
H 28.0795 5.1618 31.5806 0.292
H 25.9698 21.5192 15.5003 0.292
H 27.1234 5.7056 28.0103 0.315
H 27.6414 7.2912 28.4580 0.358
H 22.6209 1.8677 17.1171 0.298
H 28.8443 6.0303 30.2273 0.360
C 25.7157 20.4621 15.4222 -0.909
H 25.9599 17.7517 17.4428 0.305
H 24.5388 12.4723 27.0491 0.327
H 18.7650 2.8845 10.9682 0.325
H 19.3272 7.3504 30.7865 0.287
C 19.8847 9.3801 17.4375 -0.377
H 14.0911 0.7547 22.7582 0.309
H 16.8902 2.8057 21.7752 0.263
C 16.0374 2.2768 22.2280 0.220
N 15.7493 1.1258 21.5776 0.105
H 24.7096 20.4060 15.0067 0.302
H 19.8031 11.1744 16.2092 0.371
H 25.9760 6.8266 28.2163 0.332
H 22.2479 0.0978 13.6748 0.360
H 17.3131 8.2624 27.5137 0.335
C 28.0157 5.3833 30.5153 -0.911
H 28.1386 4.4873 29.9069 0.271
C 20.2004 8.8734 18.6846 -0.234
N 17.7747 7.1265 29.2850 0.029
C 16.5699 6.5381 29.3209 0.205
H 13.8305 0.4490 21.0811 0.331
H 21.6484 11.6365 20.0773 0.390
O 25.6126 0.7806 15.4510 -0.536
H 28.3437 13.3332 27.5683 0.314
H 26.4573 21.4964 17.6889 0.272
H 17.0038 -0.2957 20.5928 0.331
C 18.1640 3.2118 11.8307 0.102
C 26.9058 6.5233 28.6974 -0.952
H 15.7606 1.3379 10.9846 0.330
C 21.1093 10.9782 19.4122 -0.398
N 23.3425 0.6227 15.4933 0.049
H 26.4858 20.0530 14.7682 0.346
N 26.5900 12.3791 27.2566 0.076
H 17.2490 1.4987 10.2257 0.363
C 14.5826 0.3669 21.8659 -0.992
H 15.3196 2.4345 13.4208 0.305
C 27.8047 12.5261 28.0645 -0.883
O 15.4415 2.7258 23.2034 -0.592
H 16.8809 1.8776 14.0281 0.331
O 26.0938 6.6095 32.2266 -0.594
H 18.8153 7.2935 27.4779 0.304
O 25.1851 12.1428 28.9699 -0.611
H 19.4287 6.0809 29.4792 0.361
H 25.3220 7.4283 30.6011 0.299
C 20.8994 9.6316 19.6939 0.128
N 25.8923 19.7660 16.7130 0.078
C 24.5783 0.4170 14.9743 0.115
O 16.2072 5.6757 30.1151 -0.588
C 16.3963 2.5956 13.3664 -0.900
N 17.0660 2.5301 12.0965 0.111
C 23.1437 0.9320 16.9190 -0.951
O 20.9093 7.7853 21.0999 -0.584
O 21.5850 9.6182 21.9069 -0.582
H 19.9029 7.8549 18.8863 0.366
C 25.5077 18.3471 16.6495 -0.891
C 26.8143 12.2424 25.8462 -0.958
C 18.1438 7.8787 28.1061 -0.852
H 27.6672 12.5959 29.1436 0.310
H 16.0036 6.7498 28.4007 0.248
H 21.3178 0.4563 15.0332 0.342
C 20.1102 10.7324 17.1456 -0.417
H 27.6797 11.6006 25.6808 0.320
N 21.1975 8.9672 20.9929 0.969
N 26.9398 6.2578 30.1239 0.083
```

Computed properties:
- electronic energy (eV) = -59216.71997
- LUMO energy (eV) = -0.6
- SMILES = O=[N+]([O-])c1ccccc1.CN(C)C=O.CN(C)C=O.CN(C)C=O.CN(C)C=O.CN(C)C=O.CN(C)C=O.CN(C)C=O
- energy relative to the best compared isomer or geometry (same formula, charge and spin) (kcal/mol) = 74.5
- HOMO (eV) = -8.983



The following is a quantum chemistry calculation of a 9-piece molecular cluster, C27H54O27 overall in a non-equilibrium geometry, from the Open Molecules 2025 dataset.

The geometry in XYZ format:
```
108
Properties=species:S:1:pos:R:3:mulliken_charge:R:1
C 4.3708 -3.0480 2.5530 0.955
O 0.5548 4.8165 0.2884 -0.462
H 0.8361 1.2446 -4.7369 0.344
O 1.6145 -0.6727 -4.0778 -0.300
O -1.3982 0.6990 0.7351 -0.366
C -3.5379 4.0339 -2.4857 -0.563
C 3.9851 -0.2627 -0.1493 -0.363
O -3.8623 2.8960 -3.3348 -0.437
H 5.8032 -1.2752 4.8819 0.247
C -3.1259 -0.3002 -4.4552 -0.626
H -2.2716 -0.0476 -5.0461 0.442
O -1.8472 2.0747 -3.8792 -0.535
H 4.0313 -1.4452 4.8544 0.148
H -6.3060 0.1571 -0.1595 0.265
C 2.4224 5.9106 -1.1707 -0.487
H 2.4218 3.8516 2.5476 0.265
H -0.4489 -2.0959 -3.1992 -0.198
H -5.2030 0.3995 -1.5843 0.166
H -1.8948 0.8944 -1.3212 0.299
H 2.8303 6.1896 -2.1562 0.272
O -0.4863 -0.9268 1.9100 0.250
C -0.4611 -0.3204 5.2620 0.855
H 2.3926 4.8383 -1.0494 0.176
O -0.4784 -4.3624 -0.2394 -0.632
O 4.5356 -2.9723 1.2313 -0.278
H 2.8949 -4.0994 0.4561 0.151
H -4.7214 1.1439 0.0803 0.293
H 0.4524 -2.6318 -1.6701 0.282
H -3.9939 4.9818 -2.8364 0.303
C 3.5771 1.7429 1.0259 0.875
H 3.6581 -2.2716 -4.1863 0.270
O -2.5794 -4.9183 -0.7261 -0.331
O 0.1392 -1.1986 -5.6266 -0.565
H -2.4738 -2.2336 2.9592 0.244
H -4.5454 -5.1067 -1.0350 0.303
H 4.7691 -0.5148 0.5467 0.399
H -2.7145 -0.9216 -3.6683 0.046
O 3.3756 3.0093 0.8741 -0.242
C 4.9796 -1.9581 4.6135 -0.583
O 1.7413 -2.6561 -5.1731 -0.326
H 4.2480 -5.0114 1.1977 0.380
H 1.3870 1.0115 -3.0337 0.233
H -2.4448 6.8511 -1.6890 0.253
H -0.4566 1.7830 -0.7909 0.289
O -0.9020 0.9061 4.9428 -0.387
C -0.2675 -2.8737 -2.4263 -0.604
H 4.1855 -0.5979 -1.1733 0.252
C -4.1272 -1.0883 1.0310 0.934
O 1.0346 6.4535 -1.1716 -0.405
C 1.1601 -1.3890 6.5427 -0.464
C -3.3443 -2.7269 2.4894 -0.930
O 3.7067 1.1801 -0.2141 -0.349
O -1.6140 -3.2560 -1.9212 -0.198
H -0.8643 7.7266 -1.6964 0.429
C -1.3887 6.8313 -1.9254 -0.742
C 0.1541 5.6011 -0.5183 0.802
H 1.4095 -1.2956 2.7432 0.287
H -2.4312 4.1168 -2.4838 0.248
O 0.6235 -0.1565 5.9988 -0.363
O 0.4966 -0.3254 -0.0430 -0.387
H -2.0070 0.4329 3.1898 -0.018
H -2.1937 2.0528 3.9772 0.286
H -1.2048 6.5489 -2.9379 0.276
H 2.3702 -2.7493 -3.1422 -0.012
H 0.0533 -3.7461 -2.9285 0.715
H 0.1900 -2.5590 2.7717 0.345
O -0.9559 -1.3434 4.8951 -0.554
H -2.0545 2.3198 -0.2713 0.142
H -4.1448 -2.4581 3.1065 0.430
O -3.6673 -2.3176 1.1421 -0.127
H -3.8988 -0.8288 -5.0921 0.328
C -5.1961 0.3536 -0.5177 -0.616
H 3.0723 -0.7992 0.1640 -0.048
H 1.8525 -1.1290 7.3114 0.263
H -3.1695 -3.7841 2.4902 0.282
O -3.7712 0.9277 -3.9362 -0.376
C 3.4076 3.8174 2.0802 -0.726
C 0.6478 -1.7852 2.1182 -0.701
H -3.9334 3.7562 -1.5090 0.276
C 2.7531 -2.9126 -4.1514 -0.323
O 3.7790 1.1542 2.0665 -0.632
H 1.7436 -1.9482 5.7283 0.092
H -3.9358 -3.5396 -1.5347 0.071
C 1.1194 -1.4936 -4.9951 0.701
O -4.1930 -0.2535 1.9168 -0.641
C -1.5076 -4.1509 -0.9219 0.788
C -3.0178 1.9484 -3.6748 0.989
H -3.6083 -4.9177 -2.5142 0.325
C -2.0362 0.9866 4.1433 -0.426
H 4.4918 -4.1558 -0.4171 0.176
H 5.0692 -2.8581 5.1763 0.362
C -3.6951 -4.6138 -1.4813 -0.510
H 0.3556 -2.0271 6.9065 0.284
O -4.6012 -0.9712 -0.2105 -0.325
H -2.9121 0.6541 4.6419 0.389
H 2.9358 6.3458 -0.3541 0.238
H 0.9295 -2.3698 1.2077 0.197
H -0.1860 0.2868 -3.6101 0.028
O -1.0729 5.8002 -0.9877 -0.351
H 3.6140 4.8227 1.6785 0.142
C -1.4441 1.4315 -0.4666 -0.474
C -0.3557 -0.1924 0.8095 0.007
C 0.8438 0.5680 -3.8827 -0.301
O 3.6505 -3.8622 3.1314 -0.626
C 3.9854 -4.1707 0.5684 -0.561
H 4.1864 3.4585 2.7248 0.432
O 5.1526 -2.1672 3.1934 -0.346
H 2.9588 -3.9466 -4.3138 0.294
```

Computed properties:
- electronic energy (eV) = -84155.13633
- LUMO energy (eV) = 0.5
- SMILES = COC(=O)OC.COC(=O)OC.COC(=O)OC.COC(=O)OC.COC(=O)OC.COC(=O)OC.COC(=O)OC.COC(=O)OC.COC(=O)OC
- energy relative to the best compared isomer or geometry (same formula, charge and spin) (kcal/mol) = 53.3
- HOMO (eV) = -10.541



The following is a quantum chemistry calculation of a 9-piece molecular cluster, C27H54O27 overall in a non-equilibrium geometry, from the Open Molecules 2025 dataset.

The geometry in XYZ format:
```
108
Properties=species:S:1:pos:R:3:mulliken_charge:R:1
H -1.7961 -0.6234 -2.9352 -0.170
C -4.1731 0.6566 -3.8362 -0.334
H -0.0600 2.5272 1.0530 0.299
H 1.1900 -3.2426 -0.8950 0.089
H -0.7813 3.8066 -0.9113 -0.253
H 2.3302 -2.2342 6.6793 0.297
O -1.1544 -3.5189 -4.3426 -0.270
H 2.9612 4.0717 -5.2232 0.256
O 0.0807 -3.3097 -2.6001 -0.229
H 3.2641 3.4019 -3.5637 0.214
O -3.7112 -3.6810 -0.5726 -0.367
H 8.5299 3.2585 -1.3828 0.275
H 8.8023 1.5049 -1.1604 0.326
C -1.2527 -3.5888 -5.7913 -0.723
H -1.8732 -4.0731 0.1787 0.255
O 1.4718 4.2645 -3.9363 -0.383
H 3.9339 -3.5708 2.5973 0.245
O -5.6677 -3.4957 -1.3924 -0.383
O -0.3607 4.5008 -2.8463 -0.400
H 3.9757 1.2827 -2.1911 0.328
H 1.8400 -2.3161 -2.3782 0.385
H -0.1701 4.2926 1.0332 0.609
H 9.0456 2.7478 0.1674 0.228
H 0.9845 0.1507 2.2338 -0.099
H -4.5995 0.0299 -3.0552 0.266
O 3.2720 0.1686 4.5263 -0.192
H -3.2382 0.2911 -4.2457 0.293
H -1.2820 1.0021 -2.3395 -0.265
O 2.0947 -4.0602 3.2597 -0.338
C -0.1877 -0.2021 -0.1127 0.227
H -1.8575 3.3889 -2.2069 -0.030
H -0.1432 -0.2843 -2.6823 0.239
C 0.6366 3.6854 -3.0781 0.800
C -2.4137 -3.2076 -0.2068 -0.141
C 3.4107 -2.3423 6.7205 -0.701
H 3.6194 -3.3824 6.4828 0.284
O 5.0249 1.7925 -0.4535 -0.205
H 1.5725 1.3571 4.6770 0.371
C -0.3289 3.9826 3.4525 0.711
C -4.4396 -2.9583 -1.3920 0.653
H -7.6345 -2.9140 -1.5541 0.268
H -0.5141 4.5563 6.4749 0.260
H -1.7766 4.6995 5.2732 0.341
O 7.0917 2.3420 -0.3181 -0.346
H 1.6787 -1.1766 1.4727 0.271
C 2.5730 1.3899 4.2543 -0.799
C 1.3608 -3.2042 -1.9635 -0.721
O -1.1605 -0.5595 -0.9397 -0.162
H 1.4375 3.4618 0.8211 0.289
C -7.6101 2.2973 -2.7794 -0.654
O 3.9302 -1.3877 5.8055 -0.333
H -7.9927 3.1888 -3.2749 0.277
O 2.9434 0.3750 6.7737 -0.546
O -6.3576 1.8299 -3.3037 -0.294
C -1.0576 4.0037 5.7072 -0.767
O 0.7935 -2.3808 -4.5196 -0.586
H -6.4680 -1.7645 -2.2906 0.178
O -4.0876 -2.0058 -2.0360 -0.447
O -1.2157 4.6986 3.0818 -0.612
C 1.0520 -3.7793 4.0408 0.885
C -1.2345 -4.3876 4.2212 -0.682
H 0.5449 -1.3877 2.8500 0.151
O 0.7863 0.4322 -0.4290 -0.095
C 3.3156 -0.1901 5.7995 0.698
H -0.3681 -4.0496 -6.2199 0.322
H -2.1333 -4.2097 -5.9230 0.236
H -7.4410 2.5479 -1.7385 0.231
H -1.2389 -4.5819 5.2894 0.311
C -0.0221 -3.0135 -3.8963 0.884
H -2.5132 -2.4695 0.5820 0.268
H 3.7344 -3.4643 4.3474 0.179
H 3.1042 2.2485 4.6673 0.493
H -1.5701 3.1894 6.2141 0.267
C -1.2737 4.2157 -1.7913 0.226
C 0.4649 3.4502 1.2997 -1.024
C -6.2855 1.4569 -4.5710 0.706
O -7.1366 1.6296 -5.3932 -0.586
H 3.7619 -2.1674 7.7390 0.295
C -6.6979 -2.8112 -2.0939 -0.572
H -1.8149 -5.1427 3.6942 0.247
C 3.2668 -3.2460 3.3919 -0.265
O -0.1528 3.5854 4.7088 -0.262
H -1.8468 5.0991 -1.5398 0.305
O -0.3632 -0.8905 1.0117 -0.255
H 2.5854 1.5408 3.1797 0.167
C 8.4582 2.4187 -0.6848 -0.660
O 1.0261 -3.0063 4.9631 -0.540
O 0.8286 2.6156 -2.5615 -0.353
H -1.8300 -2.8867 -1.0629 -0.030
H -1.7363 -3.4456 4.0003 0.298
H 2.3023 2.5167 -4.8455 0.288
O -5.1221 0.8838 -4.8649 -0.381
O 6.5015 0.7754 -1.7901 -0.593
C 0.7318 -0.8655 1.9157 -0.159
H -1.4016 -2.5841 -6.1768 0.296
C 6.2297 1.5792 -0.9319 0.764
C 2.5720 3.4732 -4.4004 -0.566
H 1.9977 -4.0358 -2.2722 0.354
H -6.7737 -3.3108 -3.0640 0.281
H -8.2857 1.4629 -2.9634 0.305
H -3.9148 1.5630 -3.2749 0.235
C -1.1358 -0.0738 -2.2690 0.203
C 3.9186 1.1834 -1.1067 -0.500
H 3.0449 -2.1889 3.2663 0.039
H 3.8923 0.1275 -0.8424 0.364
O 0.6467 3.4800 2.7224 -0.216
H 3.0010 1.6816 -0.8085 -0.011
O 0.0411 -4.4913 3.5965 -0.335
```

Computed properties:
- electronic energy (eV) = -84155.78878
- LUMO energy (eV) = 0.4
- SMILES = COC(=O)OC.COC(=O)OC.COC(=O)OC.COC(=O)OC.COC(=O)OC.COC(=O)OC.COC(=O)OC.COC(=O)OC.COC(=O)OC
- energy relative to the best compared isomer or geometry (same formula, charge and spin) (kcal/mol) = 38.3
- HOMO (eV) = -10.598